# C5H10O4

A cluster of 2 separate species, C5H10O4 in total (ωB97M-V with the def2-TZVPD basis set, the Open Molecules 2025 dataset).

Last column: Löwdin charge in e.
Element x y z (Å)
O -1.91743 2.41703 1.11053  -0.037
C -1.54008 1.51712 0.27032  -0.209
C -0.28539 0.78234 0.68026  -0.157
C -0.13672 -0.51050 -0.15603  -0.202
C 1.23220 -0.85197 -0.87217  -0.093
C 2.50167 -0.56289 -0.14012  -0.578
O 3.45127 -1.26892 0.04137  0.106
O 2.54801 0.75622 0.07282  0.053
H -2.07770 1.38330 -0.67714  0.116
H -0.23588 0.67437 1.77440  0.127
H 0.61622 1.49013 0.84833  0.142
H -0.92106 -0.51371 -0.95319  0.101
H -0.35295 -1.37138 0.36224  0.067
H 1.14495 -0.15150 -1.79687  0.145
H 1.36656 -1.94244 -1.37387  0.167
H 3.50877 0.99067 0.32255  0.174
O -2.62442 -0.82379 0.18805  -0.020
H -3.37599 -0.43192 -0.28597  0.084
H -2.90203 -1.58216 0.58447  0.014

Properties
HOMO-LUMO gap	10.017	eV
DFT total energy	-13535.02884	eV
E_LUMO	0.0145	Ha
total charge	0
2S+1	1
energy relative to the best compared isomer or geometry (same formula, charge and spin)	276.28	kJ/mol

***

# C4H7N3

The molecule C4H7N3 (ωB97M-V with the def2-TZVPD basis set, the Open Molecules 2025 dataset).

Last column: Löwdin charge in e.
Element x y z (Å)
C -1.69378 -1.01263 0.87215  -0.122
N -1.03185 -1.03502 -0.44151  -0.026
C 0.14619 -0.27957 -0.63765  -0.371
C 0.62531 0.47884 0.45783  -0.088
C 1.53485 1.36042 -0.02969  -0.165
N 1.79407 1.06064 -1.30798  -0.020
N 0.84779 -0.01168 -1.75627  0.088
H -1.73463 0.01434 1.25385  0.074
H -2.73688 -1.35518 0.79672  0.080
H -1.20312 -1.63489 1.64126  0.080
H -1.23804 -1.85818 -0.98867  0.118
H 0.48866 0.23336 1.48883  0.086
H 1.88302 2.25104 0.47863  0.115
H 2.31842 1.78850 -1.82748  0.150

Properties
HOMO-LUMO gap	9.334	eV
DFT total energy	-8730.05922	eV
E_LUMO	0.0391	Ha
total charge	0
2S+1	1
energy relative to the best compared isomer or geometry (same formula, charge and spin)	156.32	kJ/mol

***

# C34H97N5O19

A cluster of 12 separate species, C34H97N5O19 in total (ωB97M-V with the def2-TZVPD basis set, the Open Molecules 2025 dataset).

Last column: Löwdin charge in e.
Element x y z (Å)
C 11.36586 -6.73496 19.66171  -0.093
O 11.35715 -5.47963 18.90912  -0.203
C 10.25903 -4.61358 19.33051  -0.172
C 10.07845 -3.30655 18.47089  -0.458
C 9.07877 -2.29707 19.04459  -0.073
N 9.71659 -3.56504 17.11316  0.034
H 10.31249 -7.01513 19.65544  0.063
H 11.60295 -6.66328 20.72319  0.086
H 11.67361 -7.64160 19.14075  0.085
H 9.33658 -5.17940 19.46101  0.114
H 10.53793 -4.29460 20.33479  0.115
H 10.98367 -2.69937 18.47218  0.135
H 9.07726 -1.43912 18.37227  0.077
H 9.32995 -1.94173 20.04395  0.076
H 8.09224 -2.75780 18.99360  0.074
H 10.45360 -4.20547 16.85480  0.067
H 8.95460 -4.22775 17.12942  0.073
C -2.63720 15.18518 22.92603  -0.126
O -1.52240 14.31294 23.10441  -0.179
C -0.95400 13.91777 21.84034  -0.183
C -1.87342 13.01607 20.98014  -0.407
C -1.14158 12.19813 19.90890  -0.088
N -2.91991 13.73699 20.18157  0.025
H -2.51287 16.13381 22.40379  0.087
H -2.77898 15.63661 23.90798  0.080
H -3.53585 14.65095 22.61760  0.075
H -0.59960 14.75451 21.23838  0.122
H -0.04045 13.40860 22.14739  0.121
H -2.40353 12.25890 21.55785  0.132
H -1.77259 11.55248 19.29810  0.078
H -0.46617 11.44772 20.31973  0.074
H -0.53346 12.91760 19.36057  0.085
H -3.77491 13.48329 20.65562  0.057
H -2.91088 13.26540 19.28848  0.045
C 3.21908 6.27944 17.27959  -0.089
O 3.95813 7.33426 17.90211  -0.196
C 5.31609 7.24945 17.69545  -0.217
C 6.05567 8.02737 18.89829  -0.413
C 5.76901 9.46267 18.77009  -0.105
N 7.49959 7.86643 18.68726  0.025
H 3.23236 6.43796 16.20126  0.087
H 2.20122 6.23197 17.66659  0.087
H 3.66890 5.30954 17.49187  0.080
H 5.63733 6.20798 17.71099  0.109
H 5.54918 7.65526 16.71103  0.124
H 5.76028 7.63626 19.87188  0.137
H 5.98663 9.91848 17.80418  0.087
H 6.23760 10.09165 19.52700  0.078
H 4.73010 9.78952 18.81401  0.080
H 7.94085 8.57881 19.25110  0.061
H 7.75780 7.01529 19.16579  0.066
C 11.39730 4.00600 7.59668  -0.123
O 10.12336 4.03331 8.26392  -0.158
C 10.12493 3.42203 9.54196  -0.215
C 8.69612 3.37362 10.22637  -0.354
C 8.50056 2.44361 11.55589  -0.047
N 7.84446 2.77058 9.19381  0.004
H 11.83307 3.04502 7.32333  0.080
H 12.33920 4.28817 8.06711  0.071
H 11.51553 4.72387 6.78501  0.084
H 10.46777 2.39052 9.46098  0.114
H 10.83058 3.86157 10.24691  0.116
H 8.34554 4.39703 10.35990  0.127
H 9.01712 1.48380 11.55794  0.064
H 7.45873 2.17859 11.73605  0.062
H 8.98971 3.01723 12.34317  0.060
H 8.16466 1.83454 8.99032  0.068
H 7.04775 2.58135 9.78503  0.046
C 8.62684 17.24750 14.65591  -0.098
O 9.21122 18.31815 13.93704  -0.191
C 10.48721 18.12275 13.35773  -0.207
C 11.73429 18.36675 14.26885  -0.439
C 11.82111 19.88276 14.48100  -0.070
N 12.95378 17.72359 13.81005  0.040
H 7.59304 17.56930 14.78168  0.087
H 9.10635 17.26928 15.63453  0.083
H 8.64036 16.28091 14.15230  0.088
H 10.65702 17.07680 13.10233  0.103
H 10.51960 18.70113 12.43440  0.125
H 11.54719 18.02173 15.28574  0.130
H 12.88500 20.10523 14.56310  0.068
H 11.31565 20.28730 15.35791  0.075
H 11.50161 20.45819 13.61216  0.070
H 12.69082 16.74984 13.86244  0.065
H 13.13534 17.84325 12.82372  0.072
O 12.41433 11.36776 12.18494  -0.061
C 11.30686 10.60989 11.70080  -0.235
C 10.43638 10.11362 12.89061  -0.234
O 11.00852 9.15405 13.77017  -0.088
H 12.86122 10.66474 12.66205  0.078
H 10.68724 11.19933 11.02499  0.115
H 11.61201 9.81386 11.02159  0.113
H 9.48247 9.68594 12.58198  0.114
H 10.34215 10.96216 13.56824  0.115
H 10.46457 9.01508 14.54888  0.084
O 0.78292 5.64851 25.25741  -0.065
C 1.93720 5.96858 26.09094  -0.231
C 2.71303 4.81138 26.58182  -0.242
O 1.88559 3.82874 27.27356  -0.081
H 0.38765 4.77742 25.33838  0.076
H 2.68016 6.49154 25.48874  0.115
H 1.69656 6.72314 26.83982  0.117
H 3.45338 5.11027 27.32388  0.119
H 3.26479 4.33271 25.77279  0.117
H 2.42145 3.20930 27.77430  0.075
O 13.27942 5.46781 24.63181  -0.069
C 12.11200 5.98225 23.95743  -0.240
C 10.98277 4.93990 23.92175  -0.218
O 11.56048 3.96054 23.05324  -0.086
H 13.91115 6.18987 24.66585  0.083
H 11.76382 6.89372 24.44333  0.109
H 12.31986 6.24112 22.91922  0.116
H 9.96726 5.28992 23.73648  0.119
H 10.87847 4.39485 24.85991  0.111
H 12.33921 3.65630 23.52506  0.074
O -1.24520 4.66034 9.54291  -0.077
C -0.91090 3.67392 8.54688  -0.208
C -1.02304 4.46203 7.20133  -0.246
O -2.38312 4.65235 6.87874  -0.080
H -2.17600 4.87432 9.44589  0.076
H 0.12912 3.39403 8.71457  0.112
H -1.50352 2.75999 8.50653  0.111
H -0.59271 3.87683 6.38863  0.100
H -0.42975 5.36592 7.06321  0.123
H -3.01312 3.92799 6.87443  0.089
O 4.75201 14.00863 28.78759  -0.074
C 5.37090 15.29117 28.49174  -0.203
C 5.90902 15.42188 26.98297  -0.196
O 7.08734 14.56021 26.74919  -0.086
H 3.81213 14.05930 28.97642  0.075
H 4.70791 16.14382 28.63848  0.105
H 6.26076 15.47132 29.09487  0.106
H 6.12740 16.47073 26.78222  0.099
H 5.07428 15.17312 26.32767  0.104
H 7.11695 14.31299 25.82204  0.070
O -6.15255 8.59431 15.13101  -0.070
C -5.92795 7.18809 15.00105  -0.240
C -6.85960 6.38520 14.01956  -0.240
O -6.78082 7.11455 12.83315  -0.065
H -7.02325 8.66422 15.52925  0.077
H -4.90004 7.22923 14.64079  0.118
H -5.97132 6.72017 15.98456  0.106
H -7.87632 6.44840 14.40734  0.112
H -6.47473 5.37173 13.90625  0.119
H -7.43458 7.79958 12.99113  0.083
O 11.61542 15.37176 21.40153  -0.039
C 12.38503 14.99199 22.45676  -0.298
C 12.81910 13.52672 22.37290  -0.253
O 11.58663 12.90521 22.20643  -0.053
H 12.06630 16.16859 21.11278  0.106
H 13.24964 15.64935 22.36500  0.115
H 12.02108 15.27382 23.44480  0.126
H 13.39622 13.23190 23.24932  0.120
H 13.44308 13.25332 21.52202  0.117
H 11.33982 13.51394 21.50634  0.059

Properties
HOMO-LUMO gap	9.512	eV
DFT total energy	-83169.50700	eV
E_LUMO	0.0149	Ha
total charge	0
2S+1	1
energy relative to the best compared isomer or geometry (same formula, charge and spin)	914.34	kJ/mol

***

Which value of total charge does entry 1 give? 0

***

Among the records above, which one has the highest energy relative to the best compared isomer or geometry (same formula, charge and spin)? C34H97N5O19

***

What is the E_LUMO in the second record? 0.0391 Ha

***

Which value of total charge does entry 2 give? 0